Below is a structure of composition C9H19N6O3SV, with properties calculated with ωB97M-V/def2-TZVPD.

Energy above the lowest of the compared OMol25 structures with the same formula, charge and spin, kcal per mole: 7.9
Gap between HOMO and LUMO (spin up / spin down), eV: 6.834 / 8.575
HOMO energy (spin up / spin down), eV: -10.362 / -12.099
⟨S²⟩: 3.76
LUMO level (spin up / spin down), eV: -3.528 / -3.524
Molar mass, g/mol: 342.30

The geometry in ORCA input format:
```
! wB97M-V def2-TZVPD RIJCOSX def2/J DEFGRID3
* xyz 1 4
V -0.12711 1.50313 -0.35251
S 1.53877 -0.10626 0.56451
C 2.98260 0.72160 0.28745
N 4.10489 0.33220 0.96305
C 5.31765 0.88851 0.76039
C 5.44011 1.89317 -0.14617
C 4.25887 2.29136 -0.79687
N 3.08427 1.73982 -0.58922
H 3.99533 -0.41441 1.63702
H 6.13421 0.49350 1.34745
H 6.38968 2.36481 -0.34068
H 4.28242 3.10683 -1.51144
O -1.11444 3.31152 -0.64656
N -0.16752 3.95321 -0.11183
O 0.50875 3.22387 0.66608
N 0.37813 1.15010 -2.42262
H 0.87320 0.26309 -2.43451
H 0.98329 1.82341 -2.88156
H -0.45892 1.04878 -2.98839
C -2.00730 -3.32522 0.57461
N -1.99807 -2.21037 -0.36730
C -1.39206 -2.50725 -1.65775
C -2.04597 -0.91649 0.02104
O -1.47331 -0.04005 -0.67426
N -2.73220 -0.57864 1.13768
C -2.59960 0.78989 1.62177
C -3.94791 -1.27183 1.55974
H -1.08634 -3.89649 0.44772
H -2.85317 -3.98980 0.39530
H -2.04052 -2.96610 1.59822
H -1.72809 -3.49303 -1.97382
H -0.29995 -2.50886 -1.59469
H -1.70671 -1.77768 -2.39767
H -3.04919 1.51717 0.94277
H -1.54870 1.04322 1.77901
H -3.08347 0.85428 2.59344
H -4.21257 -2.04816 0.84883
H -4.76667 -0.55220 1.59050
H -3.83238 -1.71064 2.55125
*
```

Below is an isolated molecule of C9H19NO in a non-equilibrium geometry, with properties calculated with ωB97M-V/def2-TZVPD.

Gap between HOMO and LUMO (spin up / spin down), eV: 6.631 / 8.546
HOMO energy (spin up / spin down), eV: -5.792 / -9.794
⟨S²⟩: 2.01
LUMO level (spin up / spin down), eV: 0.838 / -1.248
Molar mass, g/mol: 157.26

The geometry in ORCA input format:
```
! wB97M-V def2-TZVPD RIJCOSX def2/J DEFGRID3
* xyz 0 3
C -1.04685 2.28293 -1.02293
C -1.15920 -1.98101 1.55324
C -1.02180 0.43668 1.74536
C 1.03915 -0.87338 1.97474
C 2.00846 0.18871 -1.18653
C 0.00678 0.25668 -2.78929
C -0.27237 -0.67687 -0.40259
C -0.23426 -0.73966 1.12592
C 0.49741 0.36301 -1.32144
N 0.07985 1.73567 -0.68515
O 0.94851 2.25794 0.01666
H -1.23686 3.23180 -0.52592
H -1.53173 1.83989 -1.76212
H -2.06298 -1.79901 1.09956
H -1.39817 -2.07970 2.57264
H -0.74706 -2.86916 1.02741
H -0.53661 1.42912 1.77790
H -1.00528 0.22133 2.84567
H -2.02020 0.64372 1.34535
H 0.70458 -1.01075 2.98427
H 1.56608 -1.71388 1.81215
H 1.83355 -0.05768 1.83172
H 2.21985 0.61109 -0.14927
H 2.54548 0.81037 -2.02951
H 2.24445 -0.84913 -1.15875
H 0.32191 1.12923 -3.34442
H 0.44072 -0.60119 -3.27106
H -1.03914 0.00225 -2.75188
H -1.29632 -0.60005 -0.58957
H 0.15205 -1.58895 -0.72215
*
```

Below is an isolated molecule of C9H19NSi in a non-equilibrium geometry, with properties calculated with ωB97M-V/def2-TZVPD.

SMILES: CC=C=N[Si](CC)(CC)CC
Energy above the lowest of the compared OMol25 structures with the same formula, charge and spin, kcal per mole: 27.6
Gap between HOMO and LUMO, eV: 7.938
HOMO energy, eV: -7.052
LUMO level, eV: 0.886
Molar mass, g/mol: 169.34

The geometry in ORCA input format:
```
! wB97M-V def2-TZVPD RIJCOSX def2/J DEFGRID3
* xyz 0 1
C -2.15391 -0.14683 0.81627
C 0.77568 -1.79005 -2.02556
C -0.51419 2.02766 -0.89361
C 3.36239 0.16933 1.75610
C -4.35250 0.02642 -0.24296
C 1.40851 -1.67596 -0.67831
C 0.95509 1.59998 -0.68812
C 1.90939 -0.07811 2.00197
C -3.51139 -0.18810 0.96135
N -0.91550 -0.20415 0.79102
Si 0.96334 -0.11722 0.28431
H -0.25035 -1.84967 -1.78980
H 1.01325 -0.88811 -2.50226
H 1.17613 -2.61694 -2.53846
H -1.14797 1.22927 -1.15402
H -0.77369 2.40950 0.04641
H -0.57913 2.81897 -1.59196
H 3.57446 0.02261 0.72698
H 3.73988 1.08697 2.13535
H 3.74730 -0.66771 2.27228
H -3.82981 -0.27186 -1.15404
H -5.14088 -0.57055 -0.21159
H -4.68151 1.04440 -0.28867
H 2.45599 -1.75480 -0.96495
H 1.07425 -2.62237 -0.11832
H 1.59015 2.21191 -0.12492
H 1.23009 1.35573 -1.64997
H 1.32733 0.66613 2.58447
H 1.57723 -0.97811 2.42274
H -4.02961 -0.24837 1.81829
*
```

Below is a structure of composition C9H19O10Tl in a non-equilibrium geometry, with properties calculated with ωB97M-V/def2-TZVPD.

Energy above the lowest of the compared OMol25 structures with the same formula, charge and spin, kcal per mole: 0.0
Gap between HOMO and LUMO (spin up / spin down), eV: 3.934 / 3.618
HOMO energy (spin up / spin down), eV: -18.644 / -19.048
⟨S²⟩: 1.77
LUMO level (spin up / spin down), eV: -14.710 / -15.430
Molar mass, g/mol: 491.62

The geometry in ORCA input format:
```
! wB97M-V def2-TZVPD RIJCOSX def2/J DEFGRID3
* xyz 3 2
Tl 3.16910 2.12073 0.02044
O 1.00303 0.87637 -1.25310
H 0.39420 0.20584 -1.61950
C -1.83384 0.42279 -1.94509
O -1.99107 -0.93964 -2.26141
C -2.24209 -1.91344 -1.27331
O -2.32944 -1.73521 -0.02868
O -2.37136 -3.01359 -1.95415
C -3.30522 -4.00222 -1.49739
H -1.35140 0.41206 -0.96773
H -2.82017 0.88651 -1.93084
H -1.09110 0.71860 -2.68599
H -3.76584 -3.74954 -0.54237
H -2.83579 -4.97589 -1.35703
H -4.07123 -4.09362 -2.26744
C 4.81092 -1.88386 3.09702
O 3.70371 -2.60605 2.50441
C 3.01541 -2.10364 1.39866
O 3.33379 -1.03195 0.89564
O 2.05177 -2.97367 1.07196
C 1.38728 -2.76774 -0.17131
H 5.74055 -2.43261 2.94613
H 4.55877 -1.68189 4.13804
H 4.87800 -0.87357 2.69338
H 0.60549 -2.02312 -0.02143
H 0.85481 -3.64240 -0.54487
H 2.08051 -2.41427 -0.93458
C -1.57523 3.29437 2.61666
O -1.79233 3.17545 1.18277
C -0.81907 3.49715 0.35119
O 0.29258 3.86973 0.71613
O -1.34410 3.81134 -0.80805
C -0.58441 4.28088 -1.92360
H -2.48958 3.73295 3.01629
H -0.85259 4.07721 2.84699
H -1.24968 2.36746 3.08885
H -1.24626 4.41405 -2.77936
H 0.13677 3.50505 -2.18072
H -0.05490 5.18937 -1.63661
*
```

Below is a structure of composition C9H19O10Tl in a non-equilibrium geometry, with properties calculated with ωB97M-V/def2-TZVPD.

Energy above the lowest of the compared OMol25 structures with the same formula, charge and spin, kcal per mole: 1.3
Gap between HOMO and LUMO (spin up / spin down), eV: 4.259 / 3.357
HOMO energy (spin up / spin down), eV: -20.078 / -19.488
⟨S²⟩: 1.77
LUMO level (spin up / spin down), eV: -15.819 / -16.131
Molar mass, g/mol: 491.62

The geometry in ORCA input format:
```
! wB97M-V def2-TZVPD RIJCOSX def2/J DEFGRID3
* xyz 3 2
Tl 3.75991 -1.81673 -0.98001
O 2.29959 -0.99602 1.28314
H 1.98953 -0.10459 1.53561
C -0.62220 0.75449 -0.36155
O -1.05239 0.05312 -1.55178
C -0.25217 -0.91275 -2.20225
O 0.86007 -1.29879 -1.83722
O -0.94197 -1.34115 -3.24720
C -0.47418 -2.41532 -3.96488
H 0.43953 0.60686 -0.16401
H -1.17168 0.39017 0.50646
H -0.90692 1.80111 -0.46936
H -0.59426 -3.45356 -3.65546
H 0.61168 -2.34421 -3.90197
H -0.76368 -2.42524 -5.01569
C -4.90443 -1.56059 3.56891
O -3.54150 -1.41973 4.04785
C -2.50699 -1.17316 3.19825
O -2.61565 -1.13167 1.96180
O -1.40577 -1.05257 3.96300
C -0.11893 -0.76350 3.43073
H -5.28347 -0.54793 3.43126
H -5.56788 -2.00142 4.31295
H -4.99354 -2.30193 2.77482
H 0.54513 -0.83516 4.29212
H -0.11579 0.29626 3.17582
H 0.09543 -1.38345 2.56020
C 1.90457 2.32603 -3.75781
O 2.07846 2.93313 -2.46999
C 2.38636 2.17089 -1.42082
O 2.73251 0.97674 -1.46009
O 2.27826 2.98720 -0.29173
C 2.50649 2.49442 0.93800
H 2.87832 1.88190 -3.96436
H 1.55767 3.04001 -4.50480
H 1.18268 1.51534 -3.65904
H 3.39436 2.96862 1.35621
H 2.65032 1.41424 0.91277
H 1.68262 2.66881 1.63004
*
```

Below is a structure of composition C9H20AlN2O4 in a non-equilibrium geometry, with properties calculated with ωB97M-V/def2-TZVPD.

Gap between HOMO and LUMO, eV: 7.854
HOMO energy, eV: -5.202
LUMO level, eV: 2.651
Molar mass, g/mol: 247.25

The geometry in ORCA input format:
```
! wB97M-V def2-TZVPD RIJCOSX def2/J DEFGRID3
* xyz -1 1
O 0.49215 -2.59894 0.47386
C 0.93239 -2.75964 -0.61654
N 1.04907 -2.74011 -1.80958
Al 0.32298 -4.33557 -2.61956
C 1.81012 -5.10686 -3.85201
C 2.17420 -3.94584 -4.80758
O 1.41658 -3.71688 -5.73294
H -0.22333 -5.41182 -1.57187
H -0.84517 -3.87392 -3.62876
H 2.68187 -5.37647 -3.20443
H 1.33898 -5.96428 -4.38542
H 3.09413 -3.33510 -4.58498
C 1.95696 3.15158 2.18471
O 1.51404 2.37672 1.08760
C 1.32894 0.99475 1.41224
C -0.14245 0.62269 1.32982
N -0.90305 1.24268 2.41693
C -2.35123 1.12087 2.26217
C -2.99572 1.84780 1.07819
O -2.92824 3.26574 1.16610
C -1.74177 3.83634 0.63957
H 2.17417 4.15663 1.82087
H 1.18156 3.22292 2.95422
H 2.87132 2.73268 2.61635
H 1.74524 0.74528 2.39317
H 1.87515 0.41828 0.66128
H -0.24078 -0.46310 1.39426
H -0.51460 0.94728 0.35107
H -0.66953 2.22746 2.46160
H -2.79758 1.51699 3.17956
H -2.61533 0.05941 2.21781
H -4.06218 1.60228 1.09241
H -2.61956 1.49608 0.11179
H -1.33381 3.25655 -0.19179
H -0.99102 3.95059 1.42482
H -1.98449 4.83696 0.27505
*
```